ORCA calculation (the ωB97M-V functional and the def2-TZVPD basis) on a molecular structure, C12H33CrO9.

As for the charge: -2. Its largest force on an atom is 0.05924 hartree/bohr. Its spin multiplicity is 6. The frontier orbital gap (alpha / beta) is 2.9 / 6.5 eV. As for the total energy: -2198.418569 Eh.

Geometry as XYZ:
```
55
Properties=species:S:1:pos:R:3:forces:R:3:mulliken_charge:R:1
Cr -0.569022 -0.705248 0.714993 -1.88 -2.06 -0.40 0.621
C -0.552692 -3.743943 -2.638466 -1.20 0.74 0.66 -1.218
C -0.408874 -3.523086 -1.065174 0.05 1.90 -0.22 -0.134
O -1.159169 -2.505235 -0.460311 0.45 -0.35 -0.63 -0.500
H -0.025291 -3.072391 -3.315940 1.18 -0.27 0.27 0.306
H -1.535237 -3.445520 -3.004037 -0.79 -0.21 0.67 0.299
H -0.495536 -4.808073 -2.867529 0.59 -0.02 -0.32 0.337
H 0.636970 -3.297675 -0.856550 0.72 -0.25 -0.27 -0.031
H -0.531422 -4.520499 -0.642969 -0.60 -0.42 0.41 0.338
C 1.655601 -2.273102 4.537443 0.97 -0.87 0.57 -1.368
C 1.592995 -1.287366 3.380242 -0.62 -0.72 -1.97 0.019
O 0.461534 -1.322904 2.612331 -0.89 0.73 0.33 -0.702
H 2.474628 -2.965670 4.343430 0.58 0.04 -0.02 0.349
H 0.876845 -3.025754 4.660527 -0.83 0.80 -0.07 0.306
H 1.929189 -1.790664 5.475792 -0.38 -0.01 0.33 0.324
H 2.387216 -1.595288 2.700185 1.03 0.06 -0.06 -0.007
H 1.869516 -0.280056 3.691627 0.12 0.59 0.65 0.175
C -3.443993 1.697708 1.122390 -0.23 1.26 -1.07 -0.249
C -3.443129 0.430140 1.886508 1.47 -1.91 -0.70 -0.546
O -2.646836 -0.611564 1.386613 0.62 0.87 -0.31 -0.669
H -4.202902 2.380333 1.504719 0.09 0.41 0.68 0.515
H -3.821548 1.570098 0.107856 0.47 -0.38 -0.31 -0.144
H -2.457601 2.161299 1.108021 -0.05 0.18 -0.11 -0.116
H -4.487763 0.124163 1.829710 -0.54 -0.42 0.80 0.297
H -3.079971 0.670605 2.885700 -0.53 0.10 0.83 0.184
C 3.494292 -0.340853 -1.440959 1.60 0.54 0.09 -0.781
C 2.461029 -1.130825 -0.764941 -1.90 -1.29 -0.86 -0.177
O 1.276052 -0.431735 -0.423890 -0.22 -0.38 0.97 -0.116
O 4.197452 0.435921 -0.482689 0.35 0.16 0.29 -0.298
H 3.163408 0.218270 -2.316171 -0.50 0.41 0.27 0.116
H 4.241822 -1.007159 -1.871462 -0.01 -0.54 -0.03 0.482
H 2.818321 -1.729657 0.072829 0.13 0.48 0.31 0.298
H 2.080690 -1.859476 -1.480837 0.38 -0.44 -0.31 0.092
H 1.247585 0.470021 -0.751959 0.44 0.75 -0.29 -0.398
H 4.218420 1.371142 -0.698346 -0.38 0.23 -0.31 0.136
C -1.687654 0.870624 -2.506493 -2.37 -1.69 0.91 -0.507
C -2.794227 1.840265 -2.929026 1.76 0.32 0.08 -0.664
O -2.120087 3.081195 -3.069918 -0.72 1.28 -0.23 -0.330
O -1.482693 0.979786 -1.096203 0.19 0.33 -0.86 0.083
H -0.716638 0.867869 -3.001703 -0.34 0.28 -0.58 0.313
H -2.259933 -0.048341 -2.633388 0.94 -0.96 0.06 0.140
H -3.542942 1.862432 -2.137179 0.10 0.17 0.01 0.113
H -3.284284 1.655447 -3.884952 -0.09 -0.72 -0.02 0.361
H -1.794099 2.985302 -3.967765 0.58 0.66 0.04 0.275
H -1.287888 1.913031 -0.983441 0.26 0.29 0.48 -0.044
C 1.062757 2.179400 1.441666 0.10 -0.32 0.26 -0.888
C 1.212637 3.034158 0.173752 -0.12 -2.27 0.35 -1.690
O 1.609551 2.165984 -0.924983 -0.56 0.18 1.87 3.526
O -0.009607 1.225742 1.505919 -0.41 1.29 -0.71 -0.125
H 0.838420 2.898004 2.229945 0.25 0.30 0.23 0.415
H 1.922873 1.576002 1.731853 0.66 0.53 -0.40 0.275
H 1.962643 3.772647 0.456969 0.08 0.17 -0.51 0.188
H 0.225748 3.483116 0.061524 0.08 0.33 -0.65 0.411
H 1.794799 2.587982 -1.767123 0.13 1.08 -0.79 -1.772
H 0.128043 0.813397 2.361858 -0.22 -0.94 0.59 0.185
```
Forces are in eV/Å.

ORCA calculation (the ωB97M-V functional and the def2-TZVPD basis) on a single C5H9NO molecule.

Its largest force on an atom is 0.00801 hartree/bohr. As for the structure (SMILES): CC(=O)[C@@H]1CN1C. The frontier orbital gap is 10.3 eV. The energy above the lowest of the compared OMol25 structures with the same formula, charge and spin is 191.7 kJ/mol. As for the total energy: -325.864526 Eh.

Geometry as XYZ:
```
16
Properties=species:S:1:pos:R:3:forces:R:3:mulliken_charge:R:1
C -1.828244 -1.084729 0.673934 -0.15 -0.06 -0.02 -0.836
N -0.529400 -0.445361 0.574150 0.00 -0.06 0.05 -0.226
C -0.448090 0.938746 0.957070 0.06 0.18 0.21 -0.396
C -0.320467 0.530203 -0.477115 0.05 0.04 -0.18 0.095
C 1.009454 0.576115 -1.182344 0.00 0.02 -0.20 0.198
O 1.108297 1.232377 -2.198102 0.04 -0.22 0.35 -0.569
C 2.178410 -0.209765 -0.611312 -0.07 0.03 0.00 -0.943
H -1.973116 -1.393509 1.713694 -0.03 0.01 -0.16 0.280
H -1.846890 -1.976668 0.040572 0.00 0.14 0.08 0.291
H -2.667278 -0.428968 0.385061 0.17 -0.04 0.02 0.318
H -1.368572 1.468921 1.210240 0.15 -0.15 -0.02 0.284
H 0.423781 1.220647 1.547052 -0.13 -0.01 -0.19 0.223
H -1.156451 0.804550 -1.125025 0.14 -0.10 0.14 0.395
H 2.403009 -1.029098 -1.308902 -0.08 0.19 0.17 0.265
H 3.063338 0.434850 -0.568928 -0.20 -0.11 -0.02 0.295
H 1.952219 -0.638311 0.369955 0.06 0.12 -0.23 0.324
```
Forces are in eV/Å.

ORCA calculation (the ωB97M-V functional and the def2-TZVPD basis) on 3 unconnected molecules or ions with the total composition C2H9NO4.

Its largest force on an atom is 0.06610 hartree/bohr. As for the structure (SMILES): CNC(=O)O.O.O. The frontier orbital gap is 10.5 eV. The energy above the lowest of the compared OMol25 structures with the same formula, charge and spin is 81.7 kJ/mol. As for the total energy: -437.316308 Eh.

Geometry as XYZ:
```
16
Properties=species:S:1:pos:R:3:forces:R:3:mulliken_charge:R:1
C -0.185669 -0.911059 2.146588 -1.90 -1.84 0.91 -1.063
N 0.285296 -0.790502 0.835061 1.07 0.99 -3.07 -0.204
C -0.358412 0.090813 -0.069429 -0.27 -2.10 0.13 0.706
O -0.797521 1.182804 0.601515 -0.02 -0.06 -0.68 -0.457
O -0.634505 -0.145469 -1.235611 1.02 0.79 1.41 -0.602
H -1.307633 -0.818897 2.034531 0.96 -0.05 0.93 0.391
H -0.015491 -2.020002 2.449645 -0.03 2.23 0.15 0.338
H 0.204036 -0.121440 2.811997 -0.02 -0.73 0.43 0.279
H 0.974789 -1.453214 0.500526 -0.62 0.09 -0.37 0.278
H -0.432390 1.078582 1.486601 -0.14 0.58 0.19 0.336
H 0.490506 -3.498728 -1.972904 -0.04 0.33 -0.02 0.301
H 0.250746 -1.972658 -1.651958 -0.22 -0.21 -0.14 0.335
O 0.554576 -2.820961 -1.291906 0.19 -0.07 0.18 -0.649
H 0.983543 2.586283 -0.420595 -0.28 0.07 -0.03 0.316
H -0.033167 3.703217 -0.802353 0.97 -0.56 -0.04 0.322
O 0.896510 3.405106 -0.916983 -0.69 0.54 0.03 -0.628
```
Forces are in eV/Å.

ORCA calculation (the ωB97M-V functional and the def2-TZVPD basis) on 4 unconnected molecules or ions with the total composition C3H12O2S.

Its largest force on an atom is 0.05189 hartree/bohr. The frontier orbital gap is 4.8 eV. The energy above the lowest of the compared OMol25 structures with the same formula, charge and spin is 594.0 kJ/mol. As for the total energy: -669.937445 Eh.

Geometry as XYZ:
```
18
Properties=species:S:1:pos:R:3:forces:R:3:mulliken_charge:R:1
C -0.413921 -0.647717 -1.703345 -0.06 1.30 -1.39 -0.994
C -1.048920 -0.902586 -0.396036 -2.38 0.74 -0.96 -0.196
S -1.928777 0.483096 0.291889 1.23 -1.56 -0.16 0.139
C 0.429617 0.740691 1.832707 0.39 0.68 1.70 -1.155
H 0.021539 0.357388 -1.701745 0.17 -0.25 -0.16 0.303
H -1.184040 -0.669332 -2.485991 0.01 0.17 0.15 0.380
H 0.333529 -1.339954 -2.038075 0.46 -0.50 0.45 0.266
H -0.383605 -1.226160 0.398157 1.66 -0.42 0.90 0.161
H -1.725600 -1.767121 -0.490218 -0.11 0.01 0.60 0.427
H 1.428907 0.291624 1.981419 -0.52 0.69 -0.07 0.254
H 0.358274 1.102483 0.848332 0.40 0.53 -1.64 0.309
H 0.197030 1.618107 2.471681 0.18 -0.83 -0.02 0.311
H 2.134576 -1.580390 0.982427 -0.31 -0.06 -0.11 0.194
H -0.264539 -0.066113 1.957749 -0.57 -0.38 0.79 0.391
O 1.669641 -1.238470 0.202638 -0.70 -0.40 0.28 -0.712
H 2.073246 0.167732 -0.199107 0.21 0.85 -0.75 0.346
H 3.198987 1.147927 -0.756442 -0.41 -0.01 -0.01 0.265
O 2.238071 1.082679 -0.656934 0.33 -0.55 0.41 -0.688
```
Forces are in eV/Å.